Run A
{"formula": "C4H13N2S", "method": "wB97M-V/def2-TZVPD", "species": ["C", "C", "C", "C", "N", "N", "S", "H", "H", "H", "H", "H", "H", "H", "H", "H", "H", "H", "H", "H"], "positions_angstrom": [[-3.252, -1.273, 0.301], [1.025, 1.681, -0.728], [-2.261, -0.059, 0.428], [2.627, -0.890, 0.296], [-1.188, 0.024, -0.519], [3.335, 0.225, 0.119], [0.327, 0.252, 0.283], [-2.751, -2.201, 0.520], [-4.196, -1.155, 0.855], [-3.621, -1.234, -0.789], [0.201, 2.425, -0.854], [1.613, 1.216, -1.566], [1.607, 2.189, 0.028], [-2.779, 0.974, 0.285], [-1.821, -0.200, 1.476], [2.645, -1.647, -0.432], [2.269, -1.051, 1.331], [3.944, 0.504, -0.607], [3.428, 0.751, 1.026], [-1.150, -0.533, -1.452]], "homo_ev": [-12.23, -12.23], "e_lumo_ha": [-0.1676, -0.1676], "orbital_gap_ev": [7.7, 7.7], "multiplicity": 1, "total_charge": 1}

Run B
{"formula": "C4H13N2S", "method": "wB97M-V/def2-TZVPD", "species": ["C", "C", "C", "C", "N", "N", "S", "H", "H", "H", "H", "H", "H", "H", "H", "H", "H", "H", "H", "H"], "positions_angstrom": [[2.120, 1.348, -0.059], [-0.648, -1.187, -1.448], [-0.710, -1.470, 0.898], [-0.484, 0.828, -0.202], [1.206, 0.449, 0.567], [-1.061, -0.538, -0.204], [-1.438, 2.061, 0.674], [2.187, 1.002, -1.151], [1.871, 2.464, 0.187], [2.954, 1.023, 0.407], [0.448, -1.420, -1.400], [-1.192, -2.132, -1.428], [-0.902, -0.726, -2.344], [-1.130, -1.019, 1.786], [-1.083, -2.415, 0.651], [0.469, -1.453, 0.898], [-0.256, 1.230, -1.146], [1.123, 0.590, 1.561], [-2.010, -0.265, -0.178], [-1.465, 1.632, 1.932]], "homo_ev": -13.24, "e_lumo_ha": -0.1075, "orbital_gap_ev": 10.3, "multiplicity": 1, "total_charge": 1}

Which structure wins on stability? run A wins.

Run A
{"formula": "C4H13N2S", "method": "wB97M-V/def2-TZVPD", "species": ["C", "C", "N", "H", "H", "H", "H", "H", "H", "C", "C", "S", "N", "H", "H", "H", "H", "H", "H", "H"], "positions_angstrom": [[-2.466, -1.273, -1.411], [-0.989, 0.485, -2.240], [-1.193, -0.551, -1.534], [-2.779, -1.198, -0.348], [-2.205, -2.307, -1.635], [-3.200, -0.783, -2.102], [-1.796, 0.922, -2.821], [-0.042, 0.968, -2.227], [-0.376, -0.882, -0.944], [0.123, 1.071, 1.285], [1.315, 0.117, 1.430], [1.700, -0.825, -0.116], [-0.080, 1.826, 2.510], [0.324, 1.675, 0.409], [-0.759, 0.415, 1.078], [2.187, 0.773, 1.650], [1.195, -0.624, 2.221], [1.408, -2.065, 0.327], [0.728, 2.504, 2.629], [-0.866, 2.471, 2.402]], "homo_ev": -13.00, "e_lumo_ha": -0.1709, "orbital_gap_ev": 8.3, "multiplicity": 1, "total_charge": 1}

Run B
{"formula": "C4H13N2S", "method": "wB97M-V/def2-TZVPD", "species": ["C", "N", "C", "N", "H", "H", "H", "H", "H", "H", "H", "C", "S", "C", "H", "H", "H", "H", "H", "H"], "positions_angstrom": [[2.837, -0.119, -1.315], [1.804, 0.069, -0.295], [2.056, 0.246, 0.963], [1.124, 0.427, 1.876], [2.690, 0.572, -2.138], [2.811, -1.142, -1.681], [3.801, 0.081, -0.854], [0.823, 0.016, -0.560], [3.082, 0.257, 1.309], [0.150, 0.503, 1.602], [1.401, 0.489, 2.845], [-1.871, -1.389, -0.270], [-1.492, 0.352, -0.414], [-3.125, 1.096, -0.104], [-2.470, -1.673, -1.135], [-2.411, -1.643, 0.638], [-0.945, -1.960, -0.323], [-2.932, 2.166, -0.082], [-3.809, 0.872, -0.916], [-3.525, 0.779, 0.855]], "homo_ev": -12.50, "e_lumo_ha": -0.1107, "orbital_gap_ev": 9.5, "multiplicity": 1, "total_charge": 1}

Which structure wins on stability? run B wins.

Run A
{"formula": "C7H15N", "method": "wB97M-V/def2-TZVPD", "species": ["C", "C", "C", "C", "C", "C", "N", "C", "H", "H", "H", "H", "H", "H", "H", "H", "H", "H", "H", "H", "H", "H", "H"], "positions_angstrom": [[-0.182, -0.446, -0.323], [0.311, -0.087, 0.953], [2.121, -0.619, 0.501], [-0.776, -1.804, -0.554], [2.843, 0.494, -0.222], [-1.717, 0.821, -0.026], [-2.872, 0.316, 0.541], [-1.657, 1.932, -0.764], [0.264, 0.006, -1.202], [-2.767, -0.126, 1.440], [-3.705, 0.895, 0.474], [0.035, -0.738, 1.774], [0.474, 0.949, 1.222], [2.474, -0.756, 1.523], [2.166, -1.577, -0.015], [-0.086, -2.444, -1.105], [-1.693, -1.690, -1.135], [-1.066, -2.292, 0.375], [-0.741, 2.237, -1.253], [-2.528, 2.550, -0.973], [2.684, 1.456, 0.272], [3.925, 0.330, -0.251], [2.493, 0.594, -1.251]], "homo_ev": -7.65, "e_lumo_ha": 0.0388, "orbital_gap_ev": 8.7, "multiplicity": 1}

Run B
{"formula": "C7H15N", "method": "wB97M-V/def2-TZVPD", "species": ["C", "C", "C", "C", "C", "C", "C", "N", "H", "H", "H", "H", "H", "H", "H", "H", "H", "H", "H", "H", "H", "H", "H"], "positions_angstrom": [[-1.562, 2.340, -2.223], [-1.177, 2.427, -0.959], [0.171, 1.964, -0.386], [0.411, 0.452, -0.539], [0.600, -0.215, 0.852], [0.167, -1.661, 0.872], [0.321, -2.266, 2.298], [0.774, -2.365, -0.254], [-2.568, 2.610, -2.518], [-0.878, 1.999, -2.994], [-1.793, 2.984, -0.254], [0.336, 2.285, 0.652], [0.839, 2.708, -0.839], [1.259, 0.340, -1.227], [-0.408, -0.020, -1.082], [0.005, 0.412, 1.511], [1.652, -0.147, 1.184], [-0.918, -1.592, 0.670], [-0.301, -1.590, 2.869], [-0.211, -3.229, 2.236], [1.341, -2.540, 2.536], [1.773, -2.193, -0.263], [0.498, -3.332, -0.302]], "homo_ev": -9.07, "e_lumo_ha": 0.0412, "smiles": "C=CCCC[C@H](C)N", "orbital_gap_ev": 10.2, "multiplicity": 1}

Run C
{"formula": "C7H15N", "method": "wB97M-V/def2-TZVPD", "species": ["C", "C", "C", "C", "C", "C", "C", "N", "H", "H", "H", "H", "H", "H", "H", "H", "H", "H", "H", "H", "H", "H", "H"], "positions_angstrom": [[-1.958, -0.688, 2.309], [-1.626, -0.632, 1.024], [-2.659, -0.761, -0.068], [-0.165, -0.697, 0.614], [0.180, 0.127, -0.636], [1.512, 0.846, -0.538], [1.788, 1.736, -1.775], [2.557, -0.149, -0.411], [-2.977, -0.789, 2.640], [-1.164, -0.574, 3.051], [-2.209, -0.796, -1.062], [-3.318, 0.102, 0.003], [-3.243, -1.689, -0.116], [0.458, -0.275, 1.397], [0.104, -1.748, 0.529], [-0.546, 0.960, -0.691], [-0.028, -0.308, -1.614], [1.558, 1.531, 0.310], [2.736, 2.224, -1.637], [1.766, 1.084, -2.644], [0.971, 2.398, -2.059], [2.608, -0.798, -1.187], [3.510, 0.092, -0.188]], "homo_ev": -8.85, "e_lumo_ha": 0.0387, "smiles": "C=C(C)CC[C@H](C)N", "orbital_gap_ev": 9.9, "multiplicity": 1}

Which structure wins on stability? run C wins.

Run A
{"formula": "C4H9NOS", "method": "wB97M-V/def2-TZVPD", "species": ["O", "C", "N", "C", "C", "C", "S", "H", "H", "H", "H", "H", "H", "H", "H", "H"], "positions_angstrom": [[-1.884, 2.025, 1.269], [-1.672, 1.644, 0.170], [-0.440, 1.186, -0.462], [-0.628, 0.240, -1.537], [0.402, -1.024, -1.422], [0.456, -1.628, -0.070], [1.752, -0.932, 1.009], [-2.570, 1.275, -0.412], [0.343, 1.710, -0.178], [-0.429, 0.657, -2.539], [-1.648, -0.296, -1.414], [1.497, -0.688, -1.624], [0.082, -1.885, -2.110], [0.660, -2.736, 0.038], [-0.520, -1.409, 0.272], [1.354, -1.604, 2.054]], "homo_ev": -8.96, "e_lumo_ha": 0.0305, "smiles": "O=CNCCCS", "orbital_gap_ev": 9.8, "multiplicity": 1}

Run B
{"formula": "C4H9NOS", "method": "wB97M-V/def2-TZVPD", "species": ["C", "C", "C", "C", "N", "O", "S", "H", "H", "H", "H", "H", "H", "H", "H", "H"], "positions_angstrom": [[-1.609, 1.887, 0.480], [-1.174, 0.966, -0.377], [-0.742, -1.497, -0.749], [-0.478, -0.231, 0.024], [2.309, -0.753, 0.878], [2.047, 1.403, -0.442], [1.735, -0.013, -0.564], [-2.134, 2.767, 0.152], [-1.463, 1.775, 1.540], [-1.343, 1.088, -1.439], [-1.715, -1.915, -0.485], [0.016, -2.246, -0.528], [-0.737, -1.301, -1.819], [-0.364, -0.372, 1.092], [2.681, -0.058, 1.511], [2.970, -1.500, 0.725]], "homo_ev": -7.88, "e_lumo_ha": 0.0190, "orbital_gap_ev": 8.4, "multiplicity": 1}

Run C
{"formula": "C4H9NOS", "method": "wB97M-V/def2-TZVPD", "species": ["C", "C", "C", "C", "O", "S", "N", "H", "H", "H", "H", "H", "H", "H", "H", "H"], "positions_angstrom": [[2.352, -0.780, 0.999], [1.429, -0.197, -0.040], [0.104, -0.432, 0.008], [-0.640, 0.187, -1.197], [-2.039, -0.062, -1.168], [-3.152, 0.279, -0.039], [-3.419, -1.357, 0.480], [2.241, -1.724, 1.456], [2.482, -0.138, 1.833], [3.309, -0.767, 0.509], [1.817, 0.560, -0.770], [-0.396, -1.141, 0.637], [-0.382, 1.337, -1.274], [-0.421, -0.239, -2.142], [-4.011, -1.981, -0.095], [-3.864, -1.393, 1.366]], "homo_ev": -8.13, "e_lumo_ha": 0.0292, "smiles": "C/C=C/COSN", "orbital_gap_ev": 8.9, "multiplicity": 1}

Which structure wins on stability? run A wins.

Run A
{"formula": "C4H9NOS", "method": "wB97M-V/def2-TZVPD", "species": ["N", "C", "O", "C", "C", "C", "S", "H", "H", "H", "H", "H", "H", "H", "H", "H"], "positions_angstrom": [[0.876, 2.228, 1.358], [1.088, 1.349, 0.298], [1.590, 1.723, -0.739], [0.416, 0.017, 0.477], [0.280, -0.784, -0.818], [-1.165, -1.135, -1.178], [-1.944, -2.424, -0.192], [1.242, 3.162, 1.408], [0.082, 2.066, 1.947], [1.091, -0.502, 1.179], [-0.482, 0.115, 1.085], [0.834, -0.482, -1.701], [0.720, -1.761, -0.596], [-1.873, -0.303, -1.231], [-1.186, -1.367, -2.253], [-1.568, -1.902, 0.954]], "homo_ev": -9.15, "e_lumo_ha": 0.0262, "smiles": "NC(=O)CCCS", "orbital_gap_ev": 9.9, "multiplicity": 1}

Run B
{"formula": "C4H9NOS", "method": "wB97M-V/def2-TZVPD", "species": ["C", "C", "C", "C", "N", "O", "S", "H", "H", "H", "H", "H", "H", "H", "H", "H"], "positions_angstrom": [[0.020, 0.463, 0.026], [0.306, 1.879, 0.001], [-1.354, -0.123, 0.109], [1.217, -1.614, -0.133], [1.139, -0.214, 0.007], [3.668, -0.445, 0.076], [2.660, 0.591, -0.008], [0.700, 2.238, -1.084], [1.099, 2.141, 0.633], [-0.503, 2.446, 0.209], [-1.493, -1.108, -0.455], [-2.072, 0.344, -0.501], [-1.645, -0.327, 1.129], [2.056, -2.023, 0.289], [0.455, -1.941, 0.583], [0.997, -2.018, -1.132]], "homo_ev": [-6.66, -6.66], "e_lumo_ha": [0.0227, 0.0227], "orbital_gap_ev": [7.3, 7.3], "multiplicity": 1}

Which structure wins on stability? run A wins.

Run A
{"formula": "C10H11NO2", "method": "wB97M-V/def2-TZVPD", "species": ["C", "C", "C", "C", "C", "C", "C", "C", "C", "C", "N", "O", "O", "H", "H", "H", "H", "H", "H", "H", "H", "H", "H", "H"], "positions_angstrom": [[-2.939, 1.692, 1.596], [-1.824, 2.314, 2.093], [-2.698, 0.686, 0.632], [-0.532, 1.815, 1.915], [-1.429, 0.286, 0.229], [-0.337, 0.827, 0.844], [1.532, -1.663, 0.555], [1.138, -0.140, -1.051], [0.962, 0.569, 0.299], [1.545, -2.603, -1.734], [1.419, -1.516, -0.779], [1.837, -2.559, 1.341], [2.132, 1.260, 0.709], [-3.965, 1.997, 1.874], [-2.006, 3.001, 2.884], [-3.655, 0.442, 0.021], [0.411, 2.133, 2.389], [-1.312, -0.287, -0.646], [0.156, -0.023, -1.646], [2.048, 0.256, -1.541], [1.626, -3.475, -1.180], [0.618, -2.608, -2.328], [2.501, -2.638, -2.260], [2.225, 1.486, 1.560]], "homo_ev": [-7.46, -7.06], "e_lumo_ha": [-0.0029, 0.0095], "orbital_gap_ev": [7.4, 7.3], "multiplicity": 1}

Run B
{"formula": "C10H11NO2", "method": "wB97M-V/def2-TZVPD", "species": ["C", "C", "C", "C", "C", "C", "C", "C", "C", "C", "N", "O", "O", "H", "H", "H", "H", "H", "H", "H", "H", "H", "H", "H"], "positions_angstrom": [[-1.616, 1.683, 0.542], [-0.366, -2.460, 1.346], [4.050, 0.983, 0.345], [-2.793, -1.322, -0.591], [-1.100, -1.356, 1.307], [2.764, 0.777, 0.706], [-1.796, -0.853, 0.146], [1.716, 0.726, -0.320], [-0.877, 0.934, -1.776], [-0.726, 0.939, -0.256], [-2.361, 2.297, 1.191], [1.872, 0.518, -1.516], [0.530, 0.898, 0.322], [0.206, -2.916, 2.149], [-0.718, -3.226, 0.691], [4.932, 1.177, 1.028], [4.093, 1.374, -0.680], [-3.192, -0.771, -1.492], [-3.060, -2.280, -0.411], [-0.926, -0.527, 2.054], [2.321, 0.567, 1.659], [-0.571, -0.047, -2.228], [-0.363, 1.781, -2.198], [-2.019, 1.102, -2.017]], "homo_ev": -9.09, "e_lumo_ha": -0.0058, "orbital_gap_ev": 8.9, "multiplicity": 1}

Run C
{"formula": "C10H11NO2", "method": "wB97M-V/def2-TZVPD", "species": ["C", "C", "C", "C", "C", "C", "C", "C", "C", "C", "N", "O", "O", "H", "H", "H", "H", "H", "H", "H", "H", "H", "H", "H"], "positions_angstrom": [[-1.650, 0.949, 1.841], [-2.017, 0.511, 0.594], [-1.146, -0.271, -0.365], [-1.403, 0.187, -1.793], [0.366, -0.485, -0.090], [0.760, -1.402, 0.859], [2.047, -1.786, 0.993], [2.971, -1.111, 0.218], [2.655, -0.037, -0.683], [1.334, 0.297, -0.751], [-1.755, -1.733, -0.172], [-1.485, -2.529, -1.005], [-2.380, -1.900, 0.866], [-2.316, 1.602, 2.429], [-0.680, 0.705, 2.184], [-2.971, 0.640, 0.214], [-2.471, -0.037, -2.100], [-1.178, 1.257, -2.032], [-0.874, -0.490, -2.436], [0.015, -1.908, 1.517], [2.173, -2.618, 1.776], [4.121, -1.348, 0.141], [3.324, 0.476, -1.298], [1.082, 1.070, -1.375]], "homo_ev": -9.42, "e_lumo_ha": 0.0240, "smiles": "C=C[C@@](C)(c1ccccc1)[N+](=O)[O-]", "orbital_gap_ev": 10.1, "multiplicity": 1}

Which structure wins on stability? run A wins.

Run A
{"formula": "C4H12NO", "method": "wB97M-V/def2-TZVPD", "species": ["C", "C", "C", "C", "N", "H", "H", "H", "H", "H", "H", "H", "H", "H", "H", "H", "H", "O"], "positions_angstrom": [[0.984, 0.517, 2.043], [-0.301, 0.591, 1.206], [-0.571, -0.573, 0.327], [-0.219, -1.839, 0.532], [-1.153, -0.161, -0.954], [1.365, 1.488, 2.346], [0.782, 0.072, 3.024], [1.771, -0.037, 1.566], [-1.134, 0.982, 1.783], [-0.147, 1.489, 0.551], [0.506, -2.152, 1.276], [-0.537, -2.665, -0.110], [-1.742, 0.677, -0.943], [-1.722, -0.842, -1.458], [-0.348, 0.024, -1.635], [0.929, 0.321, -3.799], [0.597, 1.506, -2.878], [0.941, 0.603, -2.877]], "homo_ev": -14.35, "e_lumo_ha": -0.1291, "orbital_gap_ev": 10.8, "multiplicity": 1, "total_charge": 1}

Run B
{"formula": "C4H12NO", "method": "wB97M-V/def2-TZVPD", "species": ["C", "N", "C", "C", "C", "H", "H", "H", "H", "H", "H", "H", "H", "H", "H", "H", "H", "O"], "positions_angstrom": [[0.788, -0.639, 0.419], [-0.441, 0.129, 0.843], [-1.595, -0.484, 0.056], [-0.939, -1.305, -1.070], [0.531, -0.875, -1.053], [1.665, -0.060, 0.678], [0.734, -1.591, 0.939], [-0.297, 1.120, 0.645], [-0.568, -0.040, 1.837], [-2.204, 0.333, -0.334], [-2.186, -1.088, 0.741], [-1.000, -2.377, -0.881], [-1.428, -1.103, -2.012], [0.693, 0.016, -1.657], [1.191, -1.614, -1.484], [2.268, 2.459, 0.368], [0.978, 3.235, 0.285], [1.318, 2.363, 0.521]], "homo_ev": -16.12, "e_lumo_ha": -0.1134, "orbital_gap_ev": 13.0, "multiplicity": 1, "total_charge": 1}

Run C
{"formula": "C4H12NO", "method": "wB97M-V/def2-TZVPD", "species": ["C", "C", "C", "C", "N", "H", "H", "H", "H", "H", "H", "H", "H", "H", "H", "H", "H", "O"], "positions_angstrom": [[1.626, -0.949, 1.093], [0.433, 0.005, 0.822], [0.373, 1.089, -0.223], [-2.006, 1.485, 0.543], [-0.890, 1.969, -0.030], [1.463, -1.297, 2.124], [1.516, -1.969, 0.521], [2.562, -0.452, 0.988], [-0.446, -0.628, 0.411], [-0.063, 0.173, 1.812], [1.135, 1.915, -0.303], [0.117, 0.660, -1.203], [-1.749, 0.613, 1.182], [-3.000, 1.698, 0.237], [-1.070, 2.683, -0.706], [0.336, -2.113, -3.091], [-0.143, -2.913, -1.972], [-0.195, -1.968, -2.204]], "homo_ev": -14.82, "e_lumo_ha": -0.2004, "orbital_gap_ev": 9.4, "multiplicity": 1, "total_charge": 1}

Run D
{"formula": "C4H12NO", "method": "wB97M-V/def2-TZVPD", "species": ["C", "N", "C", "C", "C", "O", "H", "H", "H", "H", "H", "H", "H", "H", "H", "H", "H", "H"], "positions_angstrom": [[-1.125, -0.156, 1.238], [0.004, 0.275, 0.393], [0.939, 0.952, 1.181], [0.558, -0.719, -0.522], [-0.170, -0.646, -1.905], [-0.288, 0.772, -2.121], [-0.806, -0.677, 2.136], [-1.770, 0.696, 1.545], [-1.883, -0.744, 0.860], [-0.208, 1.130, -0.185], [1.250, 0.436, 2.198], [1.981, 1.340, 0.832], [0.387, 1.926, 1.468], [1.514, -0.385, -0.800], [0.687, -1.744, -0.071], [0.408, -1.121, -2.708], [-1.209, -0.925, -1.821], [-0.415, 0.914, -3.047]], "homo_ev": -15.17, "e_lumo_ha": -0.1053, "smiles": "C[NH+](C)CCO", "orbital_gap_ev": 12.3, "multiplicity": 1, "total_charge": 1}

Which structure wins on stability? run B wins.